[1]
A molecular structure, C8H8N2O2S in a non-equilibrium geometry, computed with ωB97M-V/def2-TZVPD.

Atoms and positions in Å:
O 1.156 0.314 -1.682
C -2.220 -0.247 -0.115
C -0.302 1.189 0.043
H 3.729 -0.041 1.454
N 0.472 -1.942 -1.179
N 1.809 -0.097 0.727
C -0.935 0.008 -0.492
C 0.294 -0.686 -1.104
C -2.518 1.952 0.752
H -3.198 2.671 1.097
O 2.234 2.265 -0.232
H 2.701 -0.977 2.444
H -3.948 0.377 0.622
H 2.446 0.740 2.513
H -0.657 3.040 0.917
C -1.038 2.138 0.612
C -2.959 0.668 0.611
S 1.433 1.096 -0.130
C 2.767 -0.117 1.848
H -2.808 -1.036 -0.552
H 1.474 -2.113 -1.335

Values from the calculation:
Strongest force on any atom in eV/Å: 4.34
Relative energy (zero: lowest compared OMol25 entry of this formula, charge and spin) in kJ/mol: 402.2
E_HOMO in eV: -9.34

[2]
C8H8N2O3S in the gas phase in a non-equilibrium geometry, computed with ωB97M-V/def2-TZVPD.

Atoms and positions in Å:
H -0.162 2.368 -1.647
N 2.719 -0.826 -1.131
C -1.086 -0.128 0.550
N -0.285 -0.874 1.356
O 2.675 0.048 -1.982
C 2.087 -0.721 -0.023
C -0.873 1.752 -0.984
O 1.847 1.249 1.568
H -2.755 2.408 -1.780
C -2.238 1.687 -1.206
C -2.402 -0.129 0.318
C -2.992 0.734 -0.547
H -3.038 -0.893 0.732
C -0.266 0.746 -0.208
C -0.133 -1.027 2.584
H -0.771 -0.606 3.392
H -3.957 0.632 -0.920
H 0.730 -1.631 2.962
H 3.632 -2.179 -2.317
S 1.664 0.968 0.130
O 3.272 -2.049 -1.476
H 2.332 -1.529 0.629

Values from the calculation:
Strongest force on any atom in eV/Å: 4.46
Relative energy (zero: lowest compared OMol25 entry of this formula, charge and spin) in kJ/mol: 633.5
E_HOMO in eV: -8.67

[3]
A molecular structure, C8H8N2S in a non-equilibrium geometry, computed with ωB97M-V/def2-TZVPD.

Atoms and positions in Å:
C -0.639 -0.634 -0.180
C 0.414 -2.631 1.475
N -0.857 0.619 -0.834
C -0.015 1.471 -0.220
N 0.763 1.015 0.767
C 1.010 -1.330 1.500
C -1.102 -1.988 -0.175
C -0.738 -2.945 0.681
H -1.832 -2.133 -0.898
H 0.830 -3.610 1.887
H 2.044 3.471 -2.376
S 0.352 3.262 -2.518
C 0.412 -0.387 0.686
H 0.965 3.234 -0.155
H -1.546 0.845 -1.654
H -0.796 3.633 -0.227
H 1.988 -1.060 1.973
H -1.284 -3.854 0.947
C 0.031 3.022 -0.680

Values from the calculation:
Strongest force on any atom in eV/Å: 4.16
Relative energy (zero: lowest compared OMol25 entry of this formula, charge and spin) in kJ/mol: 313.2
E_HOMO in eV: -8.63

[4]
C8H8N2S2 in the gas phase in a non-equilibrium geometry, computed with ωB97M-V/def2-TZVPD.

Atoms and positions in Å:
H 3.915 1.793 -1.761
S -2.467 -0.662 1.290
C -1.313 2.217 -1.068
C -1.074 -2.985 2.192
N -0.039 1.931 -1.332
H 2.402 2.201 -2.572
H 2.556 2.621 -0.880
C -1.622 0.382 0.187
C -1.065 -1.735 1.380
H 0.903 -1.894 0.400
H -1.708 3.145 -1.452
H -1.412 -2.802 3.213
C -0.025 -1.336 0.575
N -2.152 1.478 -0.341
C 2.825 1.869 -1.625
S 2.075 0.276 -1.132
C 0.406 0.724 -0.925
H -1.761 -3.711 1.724
H -0.081 -3.428 2.270
C -0.364 -0.083 -0.141

Values from the calculation:
Strongest force on any atom in eV/Å: 2.83
Relative energy (zero: lowest compared OMol25 entry of this formula, charge and spin) in kJ/mol: 0.0
Structure (SMILES): CSc1ncnc2sc(C)cc12
E_HOMO in eV: -8.45

[5]
A gas-phase ion, C8H8N3 (charge +1) in a non-equilibrium geometry, computed with ωB97M-V/def2-TZVPD.

Atoms and positions in Å:
H -3.728 0.991 -1.342
C -0.780 1.008 -0.949
N 3.321 -1.220 -0.104
H -1.937 2.530 -0.313
H -1.683 1.522 0.830
H 5.013 -1.740 0.952
C -3.403 -0.466 0.202
H -2.804 -0.899 0.963
C -1.904 1.462 -0.165
C -3.098 0.614 -0.520
H -4.418 -0.992 -0.082
H 4.731 0.007 0.673
H 5.190 -0.921 -0.651
C 2.270 -0.989 -0.903
N 1.931 -0.560 -2.041
C -0.048 0.414 -1.750
C 4.629 -0.923 0.207
C 2.169 -1.817 0.230
N 0.790 -0.192 -2.460

Values from the calculation:
⟨S²⟩: 2.045
Total charge: +1
Strongest force on any atom in eV/Å: 4.72
Spin multiplicity: 3
Relative energy (zero: lowest compared OMol25 entry of this formula, charge and spin) in kJ/mol: 434.5
E_HOMO (alpha / beta) in eV: -12.82 / -13.48

[6]
2 unconnected molecules or ions with the total composition C8H8N4O4 in a non-equilibrium geometry, computed with ωB97M-V/def2-TZVPD.

Atoms and positions in Å:
H 1.609 1.653 0.152
H -5.223 0.081 0.218
H -0.500 0.304 -0.568
C -2.188 1.393 -0.021
O -4.317 2.405 0.378
H 5.322 0.047 -0.386
N 4.298 -0.094 -0.253
C 3.693 -1.280 0.153
O 3.932 2.205 -0.201
H -1.756 -1.905 -0.497
C 3.463 1.045 -0.174
C -1.560 0.220 -0.336
H 1.948 -2.595 0.530
H 4.462 -1.947 0.243
C 2.374 -1.551 0.220
O 0.307 -0.341 0.661
H -1.528 2.368 -0.014
C -3.610 -1.004 -0.201
N -4.281 0.208 -0.095
N -2.294 -0.936 -0.600
C -3.610 1.447 0.094
O -4.157 -2.036 0.096
C 1.464 -0.436 0.432
N 2.152 0.750 0.171

Values from the calculation:
Strongest force on any atom in eV/Å: 3.91
Relative energy (zero: lowest compared OMol25 entry of this formula, charge and spin) in kJ/mol: 311.8
Structure (SMILES): O=c1cc[nH]c(=O)[nH]1.O=c1cc[nH]c(=O)[nH]1
E_HOMO in eV: -9.04

[7]
A molecular structure, C8H8N4O4 in a non-equilibrium geometry, computed with ωB97M-V/def2-TZVPD.

Atoms and positions in Å:
C -2.211 1.333 -0.157
C -1.375 -1.034 -0.594
H -3.684 -1.163 1.755
O 4.419 -1.150 0.568
C -3.110 -0.626 0.999
O 2.479 2.752 0.078
N -2.355 -1.477 0.356
H -2.448 -2.622 0.221
N 2.226 -1.286 -0.327
O -2.376 2.442 -0.642
O -0.774 -1.920 -1.177
N -1.320 0.361 -0.696
H 2.007 -2.224 -0.157
H -0.744 0.711 -1.503
C 1.125 0.868 -0.250
N 3.447 0.719 -0.058
C -3.034 0.743 0.787
H -3.716 1.514 1.252
C 1.070 -0.505 -0.138
H 0.275 1.495 -0.122
C 2.305 1.535 0.010
H 4.374 1.107 0.018
C 3.386 -0.617 0.091
H 0.034 -0.954 -0.312

Values from the calculation:
Strongest force on any atom in eV/Å: 6.21
Relative energy (zero: lowest compared OMol25 entry of this formula, charge and spin) in kJ/mol: 511.0
E_HOMO in eV: -9.47

[8]
2 unconnected molecules or ions with the total composition C8H8N4O4 in a non-equilibrium geometry, computed with ωB97M-V/def2-TZVPD.

Atoms and positions in Å:
H -3.136 -0.586 -1.696
C 1.482 1.424 -0.503
H -0.923 -2.012 1.910
N 2.109 0.876 0.601
N 1.223 0.468 -1.436
H 0.760 1.020 -2.187
H 2.790 -0.681 1.811
N -2.236 -0.413 -0.843
H -1.435 2.338 0.737
O 0.560 -1.645 -2.071
H -2.107 -2.479 0.010
C 2.342 -0.451 0.881
C -1.030 0.337 1.516
C 1.220 -0.883 -1.271
C -1.881 0.901 -0.841
O -0.547 0.743 2.549
C -1.885 -1.444 0.055
O -2.019 1.817 -1.644
C -1.250 -1.075 1.219
H 2.031 1.652 1.324
O 1.392 2.621 -0.730
N -1.432 1.254 0.514
H 2.140 -2.399 0.100
C 1.831 -1.382 -0.005

Values from the calculation:
Strongest force on any atom in eV/Å: 7.13
Relative energy (zero: lowest compared OMol25 entry of this formula, charge and spin) in kJ/mol: 321.8
Structure (SMILES): O=c1cc[nH]c(=O)[nH]1.O=c1cc[nH]c(=O)[nH]1
E_HOMO in eV: -9.28

[9]
2 unconnected molecules or ions with the total composition C8H8N4S in a non-equilibrium geometry, computed with ωB97M-V/def2-TZVPD.

Atoms and positions in Å:
H 0.732 -1.320 -0.613
C 0.943 1.177 1.278
H -2.432 -0.622 0.763
N 2.140 4.018 -1.009
C -1.060 0.808 -0.024
N -1.330 -0.542 -3.379
C -1.485 -0.123 0.903
H 0.806 -3.045 -0.174
H -1.039 -1.141 2.735
C -1.238 -1.381 -2.606
H 1.259 -2.534 -1.820
C 0.154 1.468 0.163
C 0.509 0.233 2.190
H 1.883 1.692 1.425
H 1.121 0.010 3.051
N 1.401 3.201 -0.790
H -1.653 1.044 -0.893
N 0.512 2.413 -0.772
C 0.609 -2.337 -0.973
S -1.129 -2.604 -1.463
C -0.703 -0.416 2.010

Values from the calculation:
Strongest force on any atom in eV/Å: 2.74
Relative energy (zero: lowest compared OMol25 entry of this formula, charge and spin) in kJ/mol: 219.5
E_HOMO in eV: -8.69

[10]
A gas-phase ion, C8H8NO (charge +1) in a non-equilibrium geometry, computed with ωB97M-V/def2-TZVPD.

Atoms and positions in Å:
C 2.024 0.730 -0.051
C 1.252 1.842 -0.054
H -2.299 0.375 -0.901
H -2.423 -2.030 0.849
C -0.143 1.712 0.032
C 0.168 -0.751 0.076
H 1.639 2.905 -0.258
C -1.839 -1.591 0.000
H 3.046 0.936 -0.154
C -0.657 0.447 0.131
C -1.993 -0.093 0.093
H -2.783 0.029 0.880
H 3.405 -1.193 0.352
C 1.632 -0.568 -0.001
H -0.731 2.719 0.093
O 2.531 -1.529 0.051
N -0.495 -1.833 -0.161
H -2.334 -2.108 -0.977

Values from the calculation:
⟨S²⟩: 2.028
Total charge: +1
Strongest force on any atom in eV/Å: 4.24
Spin multiplicity: 3
Relative energy (zero: lowest compared OMol25 entry of this formula, charge and spin) in kJ/mol: 0.0
E_HOMO (alpha / beta) in eV: -12.13 / -14.22